49
Properties=species:S:1:pos:R:3:mulliken_charge:R:1 method="wB97M-V/def2-TZVPD" e_tot_ev=-96040.66827 max_force_ev_per_a=0.588 molar_mass_g_mol=600.4 relative_energy_ev=0.336 charge=-2
Cl 0.264 0.388 4.232 -0.2361
Cl 5.410 -1.156 4.742 -0.3043
P -0.317 2.624 -1.780 0.7112
P -1.780 3.086 0.598 0.3209
Mg -0.082 0.147 0.368 1.7792
O 2.238 -0.521 -0.806 -0.5561
O -1.624 2.892 -2.459 -0.8985
O -1.570 -1.057 1.206 -0.4957
O 0.907 3.158 -2.679 -0.6530
O 4.203 -1.459 -0.180 -0.8138
O 3.352 2.344 -0.026 -0.4513
O 2.706 -4.225 3.854 -0.6150
O 0.830 3.728 0.484 -0.6639
O 0.059 1.247 -1.303 -0.7642
O -1.749 1.605 0.706 -0.4687
O -3.039 3.669 -0.168 -0.5612
O 1.115 1.264 1.574 -0.3430
O -1.888 3.813 2.014 -0.6196
O -2.042 -2.655 2.727 -0.7954
N 0.937 -1.686 1.148 -0.2411
C 1.881 0.325 3.596 1.0784
C 2.974 -1.243 -0.105 0.0981
C 2.877 -2.812 1.915 -0.1874
C 0.211 -2.319 2.066 -0.1341
C 2.098 0.863 2.299 -0.5799
C -0.541 5.204 -0.711 -1.9726
C 2.129 -3.415 2.914 0.9984
C -0.340 3.746 -0.302 1.2336
C 4.159 -0.331 3.829 0.0195
C 3.453 0.857 1.861 1.1307
C 4.447 0.229 2.604 -0.9054
C 3.907 1.467 0.584 -0.4965
C 2.873 -0.269 4.344 -0.4145
C 2.234 -1.955 1.039 0.0067
C -1.284 -1.991 2.017 0.4332
C 0.759 -3.203 2.976 -0.5640
H -0.690 5.821 0.179 0.4404
H 3.660 -4.170 3.743 0.3095
H 4.882 1.066 0.244 0.3056
H 0.131 -3.677 3.717 0.5204
H 1.110 2.810 0.697 0.2206
H -1.378 5.334 -1.392 0.3195
H -2.881 3.428 -1.119 0.4001
H 0.376 5.530 -1.203 0.4693
H 3.945 -2.961 1.800 0.4702
H 2.638 -0.704 5.306 0.4324
H 1.712 2.705 -2.385 0.3812
H -1.420 3.282 2.672 0.3551
H 5.447 0.162 2.194 0.3013


39
Properties=species:S:1:pos:R:3:mulliken_charge:R:1 method="wB97M-V/def2-TZVPD" e_tot_ev=-57111.97118 max_force_ev_per_a=3.402 molar_mass_g_mol=400.2 charge=-1
Cl 4.641 -0.864 2.979 -0.1637
Cl 4.647 2.303 3.205 -0.1600
O -0.143 -2.282 -1.680 -0.1536
O 1.841 -1.881 3.030 -0.5932
O 1.620 -1.850 -0.318 -0.7386
O -1.794 -0.450 -2.246 -0.6882
O -1.667 1.426 -1.046 -0.2616
O 1.887 3.392 3.226 -0.6460
N -1.491 2.782 2.887 -0.6259
N -1.493 -1.259 2.339 -0.6508
C -0.503 2.151 2.780 -0.1397
C 0.730 0.080 2.380 1.0296
C -1.219 0.194 -1.372 0.1376
C 1.941 -0.716 2.705 0.3914
C 3.220 1.415 2.943 0.0564
C 0.854 0.945 -0.320 -1.1679
C -3.294 3.105 -1.368 -1.1807
C -0.368 -4.172 -3.111 -1.1673
C -2.795 1.776 -1.888 -0.2579
C 0.415 -3.607 -1.945 -0.2560
C -0.025 -0.177 -0.587 1.1808
C 0.575 -1.495 -0.851 -0.1212
C -0.483 -0.665 2.320 -0.5347
C 0.716 1.417 2.705 0.7862
C 1.942 2.198 2.955 0.6449
C 3.221 0.054 2.797 0.2636
H -4.235 3.418 -1.832 0.3837
H -0.196 -5.242 -3.243 0.3923
H -2.469 1.799 -2.945 0.3012
H 1.488 -3.525 -2.177 0.2863
H 1.748 0.593 0.219 0.4425
H 0.272 -4.210 -1.037 0.2780
H -3.455 2.999 -0.285 0.2864
H 1.168 1.477 -1.244 0.4288
H -0.073 -3.686 -4.048 0.2775
H -3.562 1.001 -1.775 0.3052
H -2.553 3.896 -1.529 0.2802
H 0.333 1.678 0.341 0.0567
H -1.441 -4.018 -2.966 0.2975


43
Properties=species:S:1:pos:R:3:mulliken_charge:R:1 method="wB97M-V/def2-TZVPD" e_tot_ev=-119647.50747 max_force_ev_per_a=6.578 molar_mass_g_mol=528.4 charge=-1
Ga -0.036 0.350 -0.592 0.9977
Cl 6.058 1.382 2.360 -0.2729
P -0.464 -1.828 -2.517 0.6246
P 1.751 -0.177 -2.682 0.8183
O -0.768 -1.247 -1.170 0.0763
O 1.651 -0.131 -1.189 -0.3930
O 0.776 1.964 -0.097 -0.6435
O -0.248 -3.305 -2.763 -0.9039
O 0.544 -0.947 -3.388 -0.1616
O 2.976 -1.155 -3.086 -0.6081
O 2.127 1.038 -3.506 -0.8382
O -1.792 -1.630 -3.431 -0.6066
N 0.366 -0.484 0.997 0.4694
N -1.854 0.803 -0.058 -0.0778
C -3.321 -0.642 1.185 0.6200
C -2.027 -0.225 0.803 1.3583
C 2.208 0.924 1.460 0.4938
C 4.320 2.449 0.590 -0.6850
C -2.384 -2.402 2.581 -0.7296
C 1.056 0.128 1.898 -0.1660
C 1.942 1.837 0.413 0.1310
C -2.927 1.454 -0.535 -0.2363
C 4.503 1.547 1.634 0.3195
C 3.056 2.587 0.000 -0.5762
C 3.445 0.777 2.090 -0.9346
C -4.225 1.119 -0.209 -0.9132
C -4.423 0.052 0.661 -0.5639
C -3.490 -1.723 2.071 -0.9360
C -1.105 -1.996 2.218 -0.5977
C -0.924 -0.907 1.353 -0.2452
H -0.353 1.014 -2.024 -0.6338
H -5.435 -0.231 0.932 0.4149
H -4.487 -2.041 2.363 0.3793
H 3.362 -0.634 -3.810 0.2974
H 3.570 0.062 2.892 0.4621
H -2.518 -3.240 3.257 0.3981
H -2.688 2.277 -1.201 0.4837
H -1.801 -2.506 -3.854 0.2780
H 2.922 3.301 -0.812 0.4278
H -5.056 1.676 -0.621 0.3955
H 0.783 0.174 2.966 0.4101
H -0.231 -2.516 2.599 0.4739
H 5.143 3.053 0.222 0.3935